Computed, not measured: a gas-phase ion, C17H22NO3 (charge +1), with wB97M-V/def2-TZVPD.

DFT total energy: -25613.256 eV
HOMO-LUMO gap: 9.0 eV
Multiplicity: 1
SMILES: C[C@@H]([NH2+]CCc1ccc(O)cc1)[C@@H](O)c1ccc(O)cc1
Charge: +1
ΔE to the lowest compared entry with this formula, charge and spin: 0.00 kcal/mol

Each line ends with the Mulliken charge.
Element x y z (Å)
C 0.73372 1.72385 -3.52013  -1.7013
C 0.81716 1.12340 -2.12976  -0.1801
N -0.54026 0.81401 -1.59690  0.6040
H -0.42056 0.24040 -0.73416  -0.2505
H -1.04011 0.23199 -2.27864  0.4885
C -1.37588 1.98768 -1.24272  -0.5521
H -1.75529 2.45460 -2.15164  0.4142
H -0.74250 2.70175 -0.71379  0.4301
C -2.51815 1.53813 -0.33171  -1.1854
C -1.96813 0.87184 0.90440  0.2211
C -1.37387 1.63249 1.90438  -0.6827
C -0.83160 1.03098 3.02279  -0.6551
C -0.88314 -0.35223 3.16465  0.4010
C -1.50476 -1.11969 2.18245  -0.2938
C -2.02513 -0.50981 1.05922  -0.0403
H -2.51370 -1.11871 0.31194  0.3780
H -1.57657 -2.18562 2.31948  0.4392
O -0.31936 -0.99383 4.21545  -0.5058
H -0.05565 -0.36488 4.89934  0.3090
H -0.37589 1.63582 3.79383  0.3529
H -1.34517 2.70829 1.81630  0.4858
H -3.10259 2.41600 -0.05551  0.4489
H -3.17928 0.85386 -0.86568  0.3526
H 1.29159 1.83137 -1.44447  0.3245
C 1.69183 -0.15501 -2.11636  -0.0845
C 1.44849 -0.98171 -0.87034  -0.3329
C 1.88563 -0.52537 0.37006  -0.2414
C 1.70000 -1.28809 1.50489  -0.2041
C 1.06838 -2.52847 1.42282  0.1695
C 0.64023 -2.99285 0.17695  -0.6846
C 0.82985 -2.22705 -0.95190  -0.3140
H 0.50850 -2.60614 -1.91142  0.4138
H 0.17188 -3.96153 0.12201  0.4546
O 0.84316 -3.30586 2.49097  -0.5657
H 1.06551 -2.85349 3.31625  0.3873
H 2.05671 -0.93056 2.45949  0.4000
H 2.40108 0.42120 0.43569  0.4890
H 1.45580 -0.76458 -3.00449  0.3720
O 3.00824 0.33362 -2.19680  -0.5533
H 3.63278 -0.39948 -2.16761  0.4036
H 1.74472 1.85079 -3.89749  0.4324
H 0.25421 2.69838 -3.51163  0.4582
H 0.19809 1.06454 -4.20023  0.3972